No. 1
DFT (ωB97M-V/def2-TZVPD) results for C4H6O2S in the gas phase in a non-equilibrium geometry.

The geometry in XYZ format:
```
13
Properties=species:S:1:pos:R:3:forces:R:3
C -0.371 -0.413 -1.002 0.4 -1.9 0.0
C 0.662 0.661 -0.930 1.3 -1.1 -0.5
C -0.980 -0.419 0.355 -2.1 -1.9 0.7
C -0.267 0.148 1.483 2.3 -2.2 2.0
O 2.289 -0.149 1.083 0.9 -0.1 -0.2
O -1.334 0.815 1.018 -2.0 0.7 -0.7
S 1.332 0.930 0.766 -1.0 -1.4 0.7
H -0.967 -0.171 -1.902 -0.4 -0.4 0.8
H 0.057 -1.479 -1.160 -0.5 1.8 0.2
H 1.382 0.417 -1.731 0.5 0.6 0.9
H 0.168 1.531 -1.206 -0.6 2.0 -0.3
H -1.643 -1.274 0.671 0.5 1.0 -0.7
H -0.329 -0.596 2.557 0.7 2.9 -2.9
```
Forces are in eV/Å.

Calculated values
E_tot: -19171.98955 eV
energy relative to the best compared isomer or geometry (same formula, charge and spin): 320.1 kJ/mol
net charge: 0
Kohn-Sham gap: 0.36631 Eh
HOMO level: -9.15 eV

Electronic structure analysis, natural (NBO) charges in units of e: -0.438, -0.627, 0.028, -0.092, -0.976, -0.491, 1.233, 0.235, 0.229, 0.255, 0.224, 0.198, 0.221


No. 2
DFT (ωB97M-V/def2-TZVPD) results for C4H6O2S in the gas phase in a non-equilibrium geometry.

The geometry in XYZ format:
```
13
Properties=species:S:1:pos:R:3:forces:R:3
C -1.603 -0.234 0.475 0.2 0.0 0.4
C -0.774 0.914 -0.054 0.6 -1.1 0.1
C 0.538 0.945 -0.303 0.0 -0.2 0.1
C 1.509 -0.138 -0.111 0.0 -0.2 0.1
H -1.149 -1.653 -0.737 -0.2 0.1 0.0
H -2.543 0.164 0.871 0.2 -0.1 0.0
H -1.060 -0.747 1.287 -0.2 0.2 -0.2
H -1.308 1.790 -0.277 -0.6 1.1 -0.2
H 0.987 1.866 -0.650 0.0 0.1 -0.1
H 3.364 -0.365 0.084 0.2 -0.4 0.0
O -1.955 -1.146 -0.539 0.1 -0.2 -0.2
O 2.745 0.363 -0.020 -0.3 0.4 -0.1
S 1.249 -1.759 -0.026 -0.1 0.2 0.0
```
Forces are in eV/Å.

Calculated values
E_tot: -19174.52283 eV
energy relative to the best compared isomer or geometry (same formula, charge and spin): 75.6 kJ/mol
net charge: 0
SMILES string: OC/C=C\C(O)=S
Kohn-Sham gap: 0.32431 Eh
HOMO level: -9.37 eV

Electronic structure analysis, natural (NBO) charges in units of e: -0.122, -0.071, -0.313, 0.223, 0.482, 0.188, 0.185, 0.202, 0.228, 0.500, -0.713, -0.644, -0.146